Record 1
{
  "formula": "F2H2N4O3S3",
  "method": "the ωB97M-V functional and the def2-TZVPD basis",
  "de_lowest_ev": 0.612,
  "gap_ev": 9.9,
  "energy_ha": -1839.99304,
  "lumo_ev": -1.010,
  "symbols": ["N", "N", "N", "N", "O", "O", "O", "F", "F", "S", "S", "S", "H", "H"],
  "positions_angstrom": [[1.27, 0.61, -0.44], [0.06, 2.65, 0.92], [-0.19, -1.32, -0.47], [0.23, 0.35, 2.03], [-1.05, 0.56, -2.01], [2.35, -1.62, -0.47], [-1.62, 0.56, 0.34], [1.14, -0.84, -2.45], [-2.57, -1.18, -1.31], [0.31, 1.26, 0.66], [1.22, -0.87, -0.86], [-1.28, -0.23, -0.87], [0.11, -0.63, 2.02], [0.02, 0.70, 2.92]]
}

Record 2
{
  "formula": "F2H2O2Si",
  "method": "the ωB97M-V functional and the def2-TZVPD basis",
  "de_lowest_ev": 2.139,
  "gap_ev": 12.2,
  "energy_ha": -641.07742,
  "smiles": "O[Si](O)(F)F",
  "lumo_ev": 0.020,
  "symbols": ["O", "Si", "O", "F", "F", "H", "H"],
  "positions_angstrom": [[-1.06, 0.08, 1.22], [0.22, -0.19, 0.30], [0.02, -0.79, -1.14], [0.95, 1.66, -0.35], [1.31, -0.74, 1.17], [-1.83, 0.22, 0.60], [0.38, -0.25, -1.80]]
}

Record 3
{
  "formula": "F2H2O2Si",
  "method": "the ωB97M-V functional and the def2-TZVPD basis",
  "de_lowest_ev": 5.555,
  "gap_ev": [8.9, 7.6],
  "energy_ha": -640.95190,
  "lumo_ev": [-1.384, -1.512],
  "symbols": ["O", "O", "F", "F", "Si", "H", "H"],
  "positions_angstrom": [[2.12, 0.22, 0.33], [-0.90, -0.56, -1.22], [-1.43, -1.00, 1.29], [-1.18, 1.47, 0.41], [-0.70, -0.03, 0.25], [2.62, 1.04, 0.70], [-0.53, -1.14, -1.76]]
}

Record 4
{
  "formula": "F2HNOS",
  "method": "the ωB97M-V functional and the def2-TZVPD basis",
  "de_lowest_ev": 2.689,
  "gap_ev": 8.2,
  "energy_ha": -728.36115,
  "smiles": "FSF.N=O",
  "lumo_ev": -1.134,
  "symbols": ["F", "S", "F", "N", "O", "H"],
  "positions_angstrom": [[2.64, -1.22, 0.11], [1.17, -0.55, 0.09], [1.69, 1.00, 0.10], [-2.14, 0.51, 0.09], [-0.94, 0.60, 0.02], [-2.42, -0.33, -0.42]]
}

Record 5
{
  "formula": "F2HNS",
  "method": "the ωB97M-V functional and the def2-TZVPD basis",
  "de_lowest_ev": 2.175,
  "gap_ev": 10.0,
  "energy_ha": -653.14642,
  "lumo_ev": -0.386,
  "symbols": ["N", "F", "F", "S", "H"],
  "positions_angstrom": [[-0.21, 0.54, -0.10], [0.04, 1.09, 1.41], [-0.60, -1.99, 0.03], [0.52, -0.86, -0.48], [0.25, 1.22, -0.87]]
}

Record 6
{
  "formula": "F2OS",
  "method": "the ωB97M-V functional and the def2-TZVPD basis",
  "de_lowest_ev": 2.827,
  "gap_ev": [9.8, 9.8],
  "energy_ha": -673.00604,
  "lumo_ev": [-1.193, -1.193],
  "symbols": ["O", "F", "F", "S"],
  "positions_angstrom": [[1.78, 0.21, -0.15], [-0.64, -1.27, -0.18], [-1.07, 1.03, -0.22], [-0.06, 0.03, 0.56]]
}

Record 7
{
  "formula": "F3H2PSi",
  "method": "the ωB97M-V functional and the def2-TZVPD basis",
  "de_lowest_ev": 3.551,
  "gap_ev": 8.4,
  "energy_ha": -931.69097,
  "smiles": "F[PH2]=[Si](F)F",
  "lumo_ev": -0.918,
  "symbols": ["F", "P", "Si", "F", "F", "H", "H"],
  "positions_angstrom": [[0.96, -1.49, 0.39], [0.70, 0.00, -0.20], [-1.46, 0.06, 0.60], [-2.16, -0.66, -0.68], [-1.56, 1.45, -0.05], [1.54, 0.62, 0.74], [1.99, 0.02, -0.80]]
}

Record 8
{
  "formula": "F3HOSi",
  "method": "the ωB97M-V functional and the def2-TZVPD basis",
  "de_lowest_ev": 0.310,
  "gap_ev": 13.5,
  "energy_ha": -665.18109,
  "smiles": "O[Si](F)(F)F",
  "lumo_ev": 0.324,
  "symbols": ["O", "Si", "F", "F", "F", "H"],
  "positions_angstrom": [[1.29, 0.30, -0.01], [-0.29, -0.10, -0.25], [-1.35, 1.03, -0.55], [-0.70, -0.44, 1.25], [-0.45, -1.36, -1.25], [1.49, 0.58, 0.81]]
}

Record 9
{
  "formula": "F3NOS",
  "method": "the ωB97M-V functional and the def2-TZVPD basis",
  "de_lowest_ev": 0.713,
  "gap_ev": [10.1, 8.1],
  "energy_ha": -827.57648,
  "lumo_ev": [-1.395, -1.480],
  "symbols": ["N", "O", "F", "F", "F", "S"],
  "positions_angstrom": [[0.79, 1.18, 0.51], [-1.83, -1.25, 0.97], [1.72, 0.28, -0.01], [0.38, 1.92, -0.58], [-0.55, -0.97, -1.27], [-0.51, -1.16, 0.38]]
}

Record 10
{
  "formula": "F3OS",
  "method": "the ωB97M-V functional and the def2-TZVPD basis",
  "de_lowest_ev": 1.014,
  "gap_ev": [9.5, 8.5],
  "energy_ha": -772.41171,
  "charge": 1,
  "lumo_ev": [-10.298, -10.963],
  "symbols": ["O", "F", "F", "F", "S"],
  "positions_angstrom": [[0.90, 0.10, -0.18], [-1.79, 0.48, -0.10], [-0.61, -1.30, 0.79], [2.14, 1.17, 0.01], [-0.64, -0.45, -0.51]]
}

Record 11
{
  "formula": "F4H8HgN2O12S4",
  "method": "the ωB97M-V functional and the def2-TZVPD basis",
  "gap_ev": 1.9,
  "energy_ha": -3162.33569,
  "lumo_ev": -8.307,
  "symbols": ["Hg", "N", "S", "O", "O", "F", "S", "O", "O", "F", "N", "S", "O", "O", "F", "S", "O", "O", "F", "O", "H", "H", "O", "H", "H", "O", "H", "H", "O", "H", "H"],
  "positions_angstrom": [[-0.05, -0.12, 0.02], [-0.39, -2.66, 3.63], [-1.46, -3.53, 4.33], [-1.93, -3.11, 5.66], [-1.52, -4.90, 3.86], [-2.63, -2.92, 3.42], [0.73, -3.02, 4.89], [0.92, -4.33, 5.44], [0.97, -1.88, 5.71], [2.13, -2.93, 4.03], [0.32, 1.93, -3.88], [1.30, 3.16, -4.53], [0.67, 4.48, -4.55], [2.36, 2.72, -5.54], [2.11, 3.46, -3.18], [-0.50, 1.89, -5.15], [0.08, 1.66, -6.50], [-1.78, 2.68, -5.09], [-1.15, 0.43, -4.88], [-0.54, 3.30, 2.61], [-0.77, 4.21, 2.46], [-0.65, 3.18, 3.56], [0.60, -3.53, -2.38], [0.83, -3.27, -3.27], [0.08, -4.33, -2.49], [4.21, 0.59, 0.48], [4.71, 1.31, 0.88], [4.86, 0.10, -0.02], [-4.20, 1.57, 0.12], [-4.25, 2.31, 0.72], [-5.03, 1.57, -0.35]]
}

Record 12
{
  "formula": "F4KN2NaO8S4",
  "method": "the ωB97M-V functional and the def2-TZVPD basis",
  "de_lowest_ev": 7.125,
  "gap_ev": 5.3,
  "energy_ha": -3465.66803,
  "lumo_ev": -4.042,
  "symbols": ["Na", "K", "N", "S", "O", "O", "F", "S", "O", "O", "F", "N", "S", "O", "O", "F", "S", "O", "O", "F"],
  "positions_angstrom": [[-0.54, 2.27, -0.11], [0.08, -1.22, 3.30], [3.77, 1.35, 0.76], [4.61, 0.43, -0.53], [5.99, -0.01, -0.42], [3.90, 0.69, -1.77], [3.82, -0.86, -0.08], [5.04, 1.97, 1.24], [5.76, 3.00, 0.42], [5.79, 1.07, 2.12], [4.46, 3.06, 2.24], [-3.75, -0.95, -0.38], [-5.50, -0.69, -0.16], [-6.34, -1.80, 0.37], [-6.03, 0.26, -1.03], [-5.24, 0.16, 1.26], [-4.12, -1.90, -1.51], [-4.31, -1.34, -2.82], [-4.78, -3.14, -1.24], [-2.61, -2.34, -1.69]]
}